#P
The following is a quantum chemistry calculation of one molecule with the formula C5H7N, from the Open Molecules 2025 dataset.

The calculation puts the HOMO energy at -9.1 eV. Its HOMO-LUMO gap is 10.185 eV. The SMILES is C=C=NCC=C. The charge is 0.

XYZ file:
```
13
C5H7N | the Open Molecules 2025 dataset | ωB97M-V/def2-TZVPD
N 0.9740 -0.7466 1.4227
C 1.5937 -0.2560 0.4841
C 2.0139 0.2583 -0.6404
C -0.9063 0.4716 0.2420
C -0.4915 -0.6447 1.1578
C -1.4576 0.2707 -0.9485
H 1.9783 -0.3732 -1.5203
H 2.2319 1.3135 -0.7322
H -0.7519 1.4864 0.6113
H -1.0119 -0.5331 2.1113
H -0.7841 -1.6061 0.7218
H -1.5314 -0.7298 -1.3706
H -1.8571 1.0890 -1.5391
```


#Q
The following is a quantum chemistry calculation of one molecule with the formula C5H7N, from the Open Molecules 2025 dataset.

The calculation puts the HOMO energy at -9.0 eV. Its HOMO-LUMO gap is 10.193 eV. The SMILES is C1=C[C@@H]2N[C@@H]2C1. The charge is 0.

XYZ file:
```
13
C5H7N | the Open Molecules 2025 dataset | ωB97M-V/def2-TZVPD
C -0.3609 0.0687 1.1963
C 0.8641 -0.7310 0.8163
C -1.0030 0.4402 -0.1527
C -0.0907 -0.0726 -1.2276
N -0.4060 1.3490 -1.1100
C 1.0367 -0.7593 -0.5050
H -1.0685 -0.5332 1.7813
H -0.0811 0.9239 1.8282
H 1.4986 -1.2262 1.5501
H -2.0870 0.3806 -0.2151
H -0.4208 -0.5249 -2.1594
H 0.3002 2.0036 -0.7903
H 1.8184 -1.3190 -1.0123
```


#R
The following is a quantum chemistry calculation of one molecule with the formula C5H7N, from the Open Molecules 2025 dataset.

The calculation puts the HOMO energy at -10.2 eV. Its HOMO-LUMO gap is 10.859 eV. The SMILES is C=C(C#N)CC. The charge is 0.

XYZ file:
```
13
C5H7N | the Open Molecules 2025 dataset | ωB97M-V/def2-TZVPD
C -0.2048 1.6776 0.2110
C -0.7785 0.3218 0.2553
C 0.2736 -0.7903 -0.0276
C -0.0415 -2.0059 -0.3893
C 1.6757 -0.4692 -0.0020
H 0.3877 1.9231 1.2014
H -0.9922 2.5621 0.1888
H 0.3269 1.8963 -0.7115
H -1.3120 0.0155 1.1586
H -1.5209 0.0837 -0.5579
H -1.1705 -2.2172 -0.6430
H 0.5841 -2.8496 -0.6430
N 2.7725 -0.1481 -0.0409
```


#S
The following is a quantum chemistry calculation of one molecule with the formula C5H7N, from the Open Molecules 2025 dataset.

The calculation puts the HOMO energy at -7.8 eV. Its HOMO-LUMO gap is 7.467 eV. The charge is 0.

XYZ file:
```
13
C5H7N | the Open Molecules 2025 dataset | ωB97M-V/def2-TZVPD
C -1.6985 -0.3714 -0.5998
N -0.6911 -0.4749 0.4487
C -0.2246 0.6578 1.2791
C 0.5585 -0.0549 0.2763
C 1.6551 0.0060 -0.5428
C 2.0503 -1.0280 -1.4102
H -1.3759 -0.9723 -1.4509
H -1.8005 0.6772 -0.9181
H -2.6602 -0.7268 -0.2269
H -0.5342 1.6720 1.0183
H -0.1403 0.4436 2.3414
H 2.1443 0.9649 -0.3911
H 2.9452 -0.6467 -1.9529
```


Result of the stability comparison: #S is the least stable of them.


#P
The following is a quantum chemistry calculation of a 2-piece molecular cluster, C5H7N overall, from the Open Molecules 2025 dataset.

The calculation puts the HOMO energy at -9.8 eV. Its HOMO-LUMO gap is 10.149 eV. The SMILES is C=CC#N.C=C. The charge is 0.

XYZ file:
```
13
C5H7N | the Open Molecules 2025 dataset | ωB97M-V/def2-TZVPD
N 2.7726 0.4069 1.2073
C 2.0995 -0.2645 0.5459
C 1.2524 -1.0812 -0.2782
C 0.1019 -1.5676 0.1802
C -1.6896 0.8811 0.0655
C -0.6584 1.5557 -0.4269
H 1.5688 -1.2220 -1.3069
H -0.5618 -2.1385 -0.4610
H -0.2252 -1.3864 1.1994
H -2.4330 0.4172 -0.5787
H -1.8220 0.7427 1.1363
H 0.1074 1.9850 0.2157
H -0.5125 1.6716 -1.4985
```


#Q
The following is a quantum chemistry calculation of C5H7N as an isolated structure, from the Open Molecules 2025 dataset.

The calculation puts the HOMO energy at -9.6 eV. Its HOMO-LUMO gap is 10.695 eV. The charge is 0.

XYZ file:
```
13
C5H7N | the Open Molecules 2025 dataset | ωB97M-V/def2-TZVPD
C -1.5573 -1.9612 0.3743
C -0.6618 -1.1647 0.4433
C 0.4188 -0.1969 0.6386
C 1.2177 0.1566 -0.6087
C -0.0048 1.2259 0.3990
H -2.4236 -2.5731 0.2841
H 0.8281 -0.2324 1.6000
H 2.0092 0.9530 -0.3456
H 1.6872 -0.4331 -1.3691
H -0.6193 1.0443 -1.4540
H -1.0545 1.5216 0.5451
H 0.7443 1.9971 0.8084
N 0.3361 1.3377 -1.0783
```


Result of the stability comparison: #Q is the least stable of them.


#P
The following is a quantum chemistry calculation of one molecule with the formula C5H7N, from the Open Molecules 2025 dataset.

The calculation puts the HOMO energy at -8.9 eV. Its HOMO-LUMO gap is 9.974 eV. The SMILES is C=C=NCC=C. The charge is 0.

XYZ file:
```
13
C5H7N | the Open Molecules 2025 dataset | ωB97M-V/def2-TZVPD
N 0.8573 -0.7000 1.2215
C 1.5102 -0.2372 0.2960
C 2.2344 0.2426 -0.6857
C -1.1660 0.4546 0.3197
C -0.6187 -0.6420 1.1909
C -1.4918 0.2827 -0.9570
H 2.4683 -0.3802 -1.5411
H 2.5801 1.2691 -0.6627
H -1.2105 1.4493 0.7618
H -0.9525 -0.5314 2.2267
H -0.9640 -1.6222 0.8432
H -1.4263 -0.6945 -1.4325
H -1.8204 1.1095 -1.5807
```


#Q
The following is a quantum chemistry calculation of one molecule with the formula C5H7N, from the Open Molecules 2025 dataset.

The calculation puts the HOMO energy at -8.9 eV. Its HOMO-LUMO gap is 8.391 eV. The charge is 0.

XYZ file:
```
13
C5H7N | the Open Molecules 2025 dataset | ωB97M-V/def2-TZVPD
C 2.1034 -0.7186 -0.2588
C 1.7240 0.6943 0.1080
C 0.1784 0.9047 -0.1925
C -0.4289 -0.4846 -0.1544
C -1.7904 -0.9593 0.1653
N 0.6406 -1.3077 -0.2102
H 1.6727 0.9570 1.1516
H 2.4058 1.3437 -0.4826
H -0.3146 1.6344 0.3549
H 0.1835 1.2716 -1.2347
H -2.3880 -0.1839 0.1016
H -1.8703 -1.4437 1.2350
H -2.1162 -1.7083 -0.5831
```


Result of the stability comparison: #Q is the least stable of them.